101
Properties=species:S:1:pos:R:3:mulliken_charge:R:1 method="wB97M-V/def2-TZVPD" molar_mass_da=1047.07 e_lumo_ev=0.99 charge=-1
Ba 0.630 0.261 0.154 1.3990
C 4.704 3.036 4.230 -0.3979
C 4.684 2.005 3.299 -0.6573
C 3.489 1.579 2.756 -0.2936
C 2.274 2.171 3.139 -0.1542
C 2.311 3.215 4.081 -0.4124
C 3.512 3.637 4.609 -0.7363
N 1.118 1.623 2.627 1.4808
N 0.046 1.908 3.274 -0.5847
C -1.135 1.367 2.882 0.0078
C -2.124 1.213 3.877 -0.7385
C -3.332 0.646 3.545 -0.7253
C -3.562 0.301 2.216 -0.5786
C -2.565 0.563 1.290 -1.3288
N -1.385 1.061 1.596 1.4696
H 5.638 3.361 4.666 0.3904
H 5.610 1.530 3.001 0.3739
H 3.446 0.747 2.067 0.4655
H 1.385 3.676 4.384 0.4333
H 3.532 4.446 5.327 0.3749
H -1.902 1.518 4.886 0.5160
H -4.093 0.468 4.294 0.3930
H -4.486 -0.161 1.908 0.5137
H -2.730 0.357 0.238 0.7014
F 0.075 2.423 -5.658 -0.2125
C -0.651 1.464 -6.246 0.4631
F -0.298 1.516 -7.559 -0.3433
F -1.937 1.879 -6.229 -0.2435
C -0.490 0.088 -5.683 -0.1372
C -0.182 -0.955 -6.530 -0.2872
C -0.139 -2.254 -6.037 -1.0234
C -0.443 -2.429 -4.697 -0.5151
N -0.729 -1.449 -3.871 0.1074
C -0.730 -0.171 -4.300 0.0170
S -1.046 1.069 -3.198 -0.2108
H 0.017 -0.756 -7.574 0.4534
H 0.087 -3.089 -6.682 0.4317
H -0.467 -3.418 -4.251 0.5199
C 0.448 -7.456 4.280 -1.5090
C 0.525 -6.115 3.607 1.1519
C -0.552 -5.638 2.868 -0.8537
C -0.490 -4.417 2.222 -0.8127
C 0.658 -3.655 2.313 -0.9379
C 1.734 -4.102 3.052 -0.0428
C 1.666 -5.326 3.697 -0.8349
S 0.594 -1.983 1.655 1.2391
O -0.322 -1.329 2.557 -0.5401
O 1.956 -1.458 1.643 -0.6025
N 0.011 -1.927 0.205 0.0133
C 0.947 -2.171 -0.731 0.6365
C 1.719 -3.349 -0.707 -0.4615
C 2.709 -3.527 -1.637 -0.6021
C 2.911 -2.550 -2.610 -0.8521
C 2.122 -1.421 -2.550 -0.8543
N 1.193 -1.226 -1.632 0.0247
H -0.588 -7.720 4.485 0.3701
H 1.012 -7.454 5.210 0.3786
H 0.867 -8.230 3.636 0.2779
H -1.455 -6.228 2.815 0.3408
H -1.330 -4.035 1.660 0.6707
H 2.612 -3.478 3.120 0.4632
H 2.506 -5.666 4.286 0.3736
H 1.528 -4.079 0.065 0.5200
H 3.340 -4.406 -1.598 0.4508
H 3.677 -2.658 -3.362 0.4783
H 2.270 -0.593 -3.234 0.4936
C -4.095 -0.499 -2.562 -1.3925
Sb -2.758 -2.042 -1.815 0.8236
C -4.364 -2.794 -0.496 -1.3995
C -3.497 -3.361 -3.406 -1.5303
H -5.030 -0.953 -2.876 0.4703
H -3.626 -0.013 -3.408 0.3293
H -4.291 0.247 -1.799 0.3905
H -5.338 -2.584 -0.928 0.4244
H -4.307 -2.325 0.481 0.2142
H -4.264 -3.869 -0.366 0.4136
H -4.580 -3.428 -3.339 0.4318
H -3.080 -4.362 -3.345 0.4047
H -3.231 -2.933 -4.366 0.4285
C -1.189 4.352 1.425 -0.9128
N -1.391 4.939 0.121 0.1434
C -1.074 6.349 0.134 -1.0574
C -0.725 4.178 -0.939 -0.8386
C 0.791 4.208 -0.842 0.3304
C 1.435 5.374 -1.264 -0.6698
C 2.778 5.586 -1.021 -0.6499
C 3.494 4.601 -0.370 -0.8270
C 2.876 3.401 -0.034 -0.3704
C 1.520 3.156 -0.267 0.6475
H -1.746 4.932 2.162 0.3993
H -0.129 4.317 1.720 0.2496
H -1.571 3.336 1.397 0.0030
H -1.739 6.851 0.838 0.3548
H -1.247 6.758 -0.859 0.3169
H -0.039 6.558 0.435 0.3665
H -1.057 4.603 -1.891 0.5089
H -1.070 3.137 -0.863 -0.3131
H 0.874 6.132 -1.792 0.4114
H 3.255 6.506 -1.332 0.3795
H 4.539 4.752 -0.132 0.3619
H 3.480 2.643 0.454 0.2467

=====

111
Properties=species:S:1:pos:R:3:mulliken_charge:R:1 method="wB97M-V/def2-TZVPD" molar_mass_da=1766.68 e_lumo_ev=-1.14 charge=0
H -3.782 2.547 -2.978 0.1930
N -3.607 3.235 -2.247 -0.7055
C -2.763 2.793 -1.408 0.6860
C -2.139 1.425 -1.532 -0.8860
C -2.333 3.684 -0.251 -1.1517
C -1.976 2.843 0.958 0.9192
C -0.636 2.712 1.263 -1.0863
C -0.271 1.906 2.313 0.2213
C -1.218 1.241 3.058 -0.1360
C -2.576 1.383 2.787 0.7679
S -3.693 0.507 3.840 -0.2477
C -2.952 2.210 1.718 0.8233
C -4.418 2.414 1.356 -0.8215
C -4.815 3.780 1.660 -0.5306
C -5.097 4.919 1.890 -0.0239
C -0.700 0.372 4.154 -0.3890
O -1.196 0.302 5.251 -0.4503
C 0.544 -0.377 3.786 -0.0550
C 1.484 0.295 3.038 0.1755
C 2.642 -0.325 2.651 -0.8966
C 2.881 -1.642 2.990 0.1834
C 4.145 -2.308 2.559 -0.1257
O 4.139 -3.379 2.014 -0.4536
C 5.472 -1.604 2.898 1.0600
F 5.471 -0.301 2.583 -0.3064
F 5.585 -1.682 4.251 -0.3213
C 6.746 -2.271 2.310 0.4595
F 7.016 -3.402 2.969 -0.2792
F 7.757 -1.409 2.560 -0.2662
C 6.755 -2.552 0.764 1.0922
F 6.405 -3.828 0.525 -0.2655
F 8.038 -2.421 0.355 -0.3031
C 5.933 -1.562 -0.085 0.0502
O 6.304 -0.461 -0.324 -0.4321
O 4.741 -2.031 -0.508 -0.4603
C 1.935 -2.356 3.732 0.4917
P 2.128 -4.134 4.231 0.2247
C 3.778 -4.333 5.023 -1.0855
C 2.039 -5.192 2.721 -0.6944
C 0.762 -1.709 4.139 1.1560
C -0.254 -2.394 4.875 -1.4302
C -1.161 -3.110 5.193 -0.2002
C 1.161 1.700 2.658 -0.2632
O 1.980 2.588 2.655 -0.5797
H -2.379 0.986 -2.493 0.2765
H -1.054 1.509 -1.469 0.2851
H -2.465 0.771 -0.728 0.2440
H -3.132 4.378 -0.034 0.1309
H -1.436 4.186 -0.602 0.4493
H 0.132 3.202 0.685 0.5035
H -4.826 0.394 3.131 0.1508
H -4.539 2.214 0.294 0.1868
H -5.033 1.735 1.926 0.3412
H -5.189 5.950 2.113 0.4425
H 3.346 0.246 2.066 0.7893
H 4.823 -2.955 -0.787 0.3839
H 3.732 -5.269 5.569 0.4813
H 3.878 -3.549 5.768 0.2979
H 4.628 -4.360 4.343 0.1427
H 1.377 -6.017 2.958 -0.0279
H 3.005 -5.531 2.361 0.3429
H 1.548 -4.605 1.950 0.4208
H -1.901 -3.800 5.503 0.4892
Br -1.565 -7.299 4.826 -0.1264
C -1.662 -8.724 3.506 -0.5351
C -0.424 -8.761 2.654 -0.6676
Br -0.415 -7.337 1.329 -0.1202
H -2.566 -8.563 2.929 0.3667
H -1.757 -9.644 4.080 0.3350
H -0.379 -9.685 2.082 0.3795
H 0.485 -8.653 3.237 0.3727
Br -1.852 4.159 7.148 -0.1431
C -1.569 3.108 8.761 -0.5816
C -1.787 1.640 8.512 -0.2315
Br -3.676 1.203 8.382 -0.1335
H -2.236 3.509 9.518 0.3807
H -0.537 3.296 9.051 0.3519
H -1.411 1.052 9.347 0.3397
H -1.325 1.297 7.591 0.0068
Br -5.703 0.840 -4.475 -0.1470
C -4.917 1.269 -6.205 -0.6058
C -3.764 0.359 -6.529 -0.4362
Br -2.174 0.840 -5.518 -0.1443
H -4.631 2.314 -6.169 0.4171
H -5.721 1.141 -6.926 0.2101
H -3.483 0.460 -7.575 0.3092
H -3.974 -0.682 -6.308 0.4108
Br 11.424 2.808 1.241 -0.1622
C 10.025 1.816 2.162 -0.5826
C 8.832 1.580 1.277 0.0072
Br 7.752 3.185 1.074 -0.1305
H 9.778 2.380 3.056 0.4210
H 10.481 0.870 2.445 0.3545
H 8.168 0.843 1.723 -0.3421
H 9.106 1.258 0.278 0.4273
Br -7.729 3.417 -7.936 -0.1477
C -6.969 3.842 -9.679 -0.6333
C -5.813 2.941 -10.011 -0.3443
Br -4.210 3.441 -9.022 -0.1520
H -6.691 4.890 -9.654 0.3819
H -7.779 3.698 -10.391 0.3783
H -5.539 3.030 -11.058 0.0523
H -6.010 1.899 -9.780 0.4521
Br -2.959 4.784 -14.228 -0.1211
C -2.609 3.613 -12.714 -0.3402
C -2.779 2.164 -13.081 -0.5654
Br -4.659 1.666 -13.219 -0.1333
H -3.272 3.926 -11.914 0.0734
H -1.579 3.812 -12.425 0.3605
H -2.369 1.525 -12.302 0.3410
H -2.322 1.913 -14.032 0.4097

=====

Q: The lowest charge belongs to which entry?
A: C41H44BaF3N7O2S2Sb